[1]
Formula: C43H107O21Ti
Source: OMol25
Level of theory: wB97M-V/def2-TZVPD

Properties
- HOMO level (spin up / spin down): -3.38 / -8.55 eV
- Maximum force: 2.3 eV/A
- ⟨S²⟩: 3.75
- Electronic energy: -112423.8022 eV
- Net charge: 0
- E_LUMO (spin up / spin down): 0.2 / 0.2 eV
- 2S+1: 4
- Kohn-Sham gap (spin up / spin down): 3.582 / 8.715 eV

Each line ends with the Mulliken charge.
Cartesian coordinates (Å):
Ti1 10.325 -22.162 -8.032  -0.16
C1 11.165 -24.478 -10.213  0.68
C2 11.099 -23.046 -10.843  1.55
C3 10.190 -23.177 -12.078  -0.17
O1 10.697 -22.217 -9.842  -0.02
H1 11.458 -25.245 -10.937  -0.15
H2 10.140 -24.688 -9.871  -0.61
H3 11.822 -24.454 -9.337  -0.93
H4 12.139 -22.756 -11.124  -0.99
H5 10.119 -22.253 -12.683  -0.21
H6 9.182 -23.366 -11.680  0.03
H7 10.541 -24.003 -12.708  -0.03
C4 13.868 -20.221 -10.549  0.37
O2 15.286 -20.184 -10.711  -0.48
C5 15.914 -21.150 -9.956  0.19
C6 17.358 -20.975 -10.305  -0.71
O3 17.991 -22.018 -9.664  -0.12
C7 19.385 -22.019 -9.839  -0.84
H8 13.579 -19.945 -9.516  0.15
H9 13.423 -21.184 -10.801  -0.39
H10 13.452 -19.460 -11.201  0.35
H11 15.504 -22.127 -10.232  0.13
H12 15.777 -21.015 -8.873  -0.01
H13 17.769 -20.020 -9.928  0.29
H14 17.470 -20.978 -11.394  0.39
H15 19.788 -22.859 -9.269  0.21
H16 19.818 -21.099 -9.415  0.36
H17 19.649 -22.138 -10.909  0.31
C8 10.999 -19.128 -13.465  0.22
O4 11.468 -19.297 -14.827  -0.55
C9 11.147 -20.647 -15.235  -0.15
C10 12.138 -21.663 -14.707  1.00
O5 13.447 -21.507 -15.333  -0.50
C11 14.223 -20.410 -14.887  -0.56
H18 11.548 -19.808 -12.804  -0.29
H19 9.909 -19.171 -13.348  0.03
H20 11.345 -18.135 -13.226  0.38
H21 11.176 -20.582 -16.330  0.41
H22 10.126 -20.966 -14.934  -0.06
H23 11.875 -22.680 -14.995  -0.10
H24 12.134 -21.604 -13.611  -0.52
H25 13.919 -19.525 -15.454  0.26
H26 15.239 -20.617 -15.198  0.30
H27 14.196 -20.187 -13.818  0.14
C12 4.033 -16.386 -13.083  -0.84
O6 5.226 -17.163 -12.880  -0.17
C13 5.504 -17.964 -13.991  -0.81
C14 6.662 -18.790 -13.596  0.21
O7 6.218 -19.769 -12.666  -0.50
C15 7.315 -20.508 -12.303  0.66
H28 3.846 -15.802 -12.176  0.22
H29 3.159 -17.041 -13.252  0.32
H30 4.155 -15.720 -13.951  0.34
H31 5.665 -17.337 -14.899  0.41
H32 4.627 -18.602 -14.198  0.35
H33 7.303 -18.132 -12.992  -0.16
H34 7.224 -19.195 -14.452  0.28
H35 8.089 -19.868 -11.844  -0.24
H36 7.728 -21.093 -13.147  -0.08
H37 6.986 -21.215 -11.530  0.05
C16 10.946 -18.313 -9.470  0.15
O8 10.150 -17.179 -9.663  -0.48
C17 8.914 -17.459 -10.241  0.57
C18 8.119 -16.188 -10.255  -0.73
O9 7.697 -15.799 -8.989  -0.40
C19 8.531 -14.951 -8.236  -0.59
H38 11.914 -18.065 -9.021  0.32
H39 11.083 -18.854 -10.418  -0.31
H40 10.371 -19.004 -8.793  0.08
H41 8.352 -18.220 -9.666  0.14
H42 8.946 -17.796 -11.303  -0.28
H43 7.301 -16.347 -10.977  0.23
H44 8.726 -15.368 -10.662  0.40
H45 8.096 -14.684 -7.272  0.25
H46 8.603 -14.034 -8.841  0.29
H47 9.546 -15.346 -8.081  0.22
C20 8.397 -23.573 -17.561  -0.91
O10 8.862 -23.853 -16.239  0.08
C21 7.780 -23.787 -15.308  -0.43
C22 7.343 -25.184 -14.938  0.62
O11 6.635 -25.670 -16.098  -0.41
C23 6.054 -26.892 -15.707  -0.58
H48 7.916 -22.588 -17.497  0.33
H49 7.642 -24.288 -17.941  0.21
H50 9.216 -23.499 -18.268  0.24
H51 6.923 -23.272 -15.781  0.59
H52 8.048 -23.183 -14.438  -0.49
H53 6.668 -25.249 -14.061  0.49
H54 8.247 -25.805 -14.741  -0.47
H55 6.856 -27.551 -15.338  0.10
H56 5.583 -27.372 -16.571  0.29
H57 5.310 -26.786 -14.890  0.29
C24 8.987 -19.551 -6.090  -0.81
O12 10.068 -20.484 -6.233  0.01
C25 10.662 -20.992 -5.037  -0.43
C26 12.116 -21.108 -5.395  -0.78
O13 12.231 -21.992 -6.551  0.68
C27 13.585 -22.116 -6.939  -0.89
H58 9.353 -18.614 -5.617  0.36
H59 8.134 -19.918 -5.494  0.35
H60 8.645 -19.315 -7.111  0.03
H61 10.241 -21.983 -4.807  -0.05
H62 10.442 -20.306 -4.211  0.50
H63 12.716 -21.460 -4.544  0.39
H64 12.456 -20.109 -5.706  0.38
H65 13.585 -22.652 -7.893  -0.13
H66 14.188 -22.673 -6.215  0.42
H67 14.007 -21.116 -7.121  0.33
C28 11.163 -24.782 -5.640  -0.64
O14 10.141 -24.224 -6.451  0.33
C29 8.838 -24.603 -6.051  -0.89
C30 8.001 -24.476 -7.293  -0.10
O15 8.093 -23.116 -7.769  -0.03
C31 7.465 -23.068 -9.064  -0.40
H68 12.111 -24.382 -6.012  -0.25
H69 11.155 -25.879 -5.644  0.38
H70 11.032 -24.412 -4.590  0.34
H71 8.415 -23.930 -5.268  0.31
H72 8.843 -25.614 -5.613  0.45
H73 6.944 -24.731 -7.165  0.42
H74 8.430 -25.078 -8.099  -0.14
H75 6.383 -23.281 -8.958  0.51
H76 7.944 -23.719 -9.804  0.04
H77 7.573 -22.037 -9.399  -0.09
C32 9.925 -27.663 -16.870  -0.76
O16 11.113 -27.570 -16.097  -0.37
C33 11.443 -26.182 -15.940  0.22
C34 12.683 -26.139 -15.051  -1.08
O17 12.304 -26.424 -13.682  0.06
C35 13.453 -26.160 -12.875  -0.87
H78 9.133 -27.161 -16.314  0.21
H79 9.640 -28.709 -17.041  0.26
H80 10.040 -27.164 -17.845  0.36
H81 10.666 -25.603 -15.429  -0.32
H82 11.504 -25.797 -16.962  0.58
H83 13.196 -25.170 -15.126  0.45
H84 13.383 -26.933 -15.389  0.43
H85 14.292 -26.742 -13.277  0.34
H86 13.266 -26.481 -11.853  0.18
H87 13.722 -25.092 -12.877  0.30
C36 7.996 -26.455 -11.095  -0.17
O18 8.107 -27.520 -11.985  -0.45
C37 9.488 -27.900 -12.108  0.24
C38 9.632 -28.791 -13.318  -0.10
O19 9.248 -30.116 -13.019  -0.47
C39 9.509 -30.969 -14.133  -0.51
H88 6.950 -26.159 -11.016  0.42
H89 8.583 -25.618 -11.475  -0.17
H90 8.377 -26.692 -10.079  0.32
H91 9.859 -28.417 -11.216  0.39
H92 10.058 -26.970 -12.208  -0.14
H93 10.651 -28.772 -13.724  0.43
H94 8.999 -28.378 -14.119  -0.24
H95 10.414 -31.561 -13.941  0.26
H96 9.678 -30.364 -15.037  0.12
H97 8.640 -31.601 -14.319  0.28
C40 14.115 -25.978 -7.785  -0.75
O20 14.894 -25.271 -6.809  -0.22
C41 16.023 -24.700 -7.521  -0.15
C42 16.975 -24.089 -6.501  -0.56
O21 17.777 -25.007 -5.784  -0.44
C43 17.120 -25.560 -4.636  -0.57
H98 13.654 -25.354 -8.535  0.24
H99 13.334 -26.418 -7.169  0.27
H100 14.673 -26.822 -8.236  0.39
H101 15.626 -23.942 -8.213  0.02
H102 16.538 -25.476 -8.123  0.56
H103 16.376 -23.495 -5.796  0.32
H104 17.668 -23.405 -6.995  0.29
H105 17.808 -26.278 -4.204  0.29
H106 16.210 -26.081 -4.939  0.20
H107 16.926 -24.779 -3.883  0.24

[2]
Formula: C22H36O2OsP2
Source: OMol25
Level of theory: wB97M-V/def2-TZVPD

Properties
- HOMO level (spin up / spin down): -13.14 / -13.14 eV
- Maximum force: 9.2 eV/A
- ⟨S²⟩: 6.02
- Electronic energy: -48512.1044 eV
- Net charge: +2
- E_LUMO (spin up / spin down): -6.7 / -8.8 eV
- 2S+1: 5
- Kohn-Sham gap (spin up / spin down): 6.400 / 4.392 eV
- Relative energy (zero: lowest compared OMol25 entry of this formula, charge and spin): 1.418 eV

Each line ends with the natural charge from an NBO analysis.
Cartesian coordinates (Å):
P1 -0.063 1.120 -2.175  1.24
P2 -2.791 -0.381 -1.600  1.66
C1 -1.332 0.828 -3.530  -0.72
C2 -2.730 0.825 -2.886  -0.78
H1 -1.033 -0.135 -3.991  0.27
H2 -1.231 1.633 -4.272  0.28
H3 -3.046 1.797 -2.489  0.28
H4 -3.492 0.509 -3.614  0.31
C3 -2.669 -2.000 -2.404  -0.98
H5 -2.498 -2.797 -1.673  0.28
H6 -1.899 -2.008 -3.179  0.26
H7 -3.646 -2.163 -2.860  0.28
C4 -4.375 -0.422 -0.770  -0.97
H8 -5.083 -0.812 -1.505  0.27
H9 -4.671 0.578 -0.425  0.27
H10 -4.339 -1.119 0.078  0.28
C5 1.467 1.638 -3.251  -0.93
H11 2.400 2.175 -2.771  0.26
H12 1.117 2.242 -4.094  0.30
H13 1.846 0.642 -3.514  0.30
C6 -0.712 2.848 -1.700  -0.93
H14 -1.664 2.620 -1.186  0.28
H15 -0.902 3.581 -2.503  0.29
H16 -0.079 3.429 -0.925  0.25
Os1 1.297 2.648 -1.415  0.90
C7 -0.105 -2.712 1.972  -0.16
C8 0.378 -3.358 0.936  -0.20
C9 0.067 -2.948 -0.479  -0.44
C10 0.603 -1.536 -0.838  -0.49
C11 -0.366 -0.387 -0.676  -0.28
C12 -1.816 -0.398 -0.161  -0.61
C13 -2.033 -1.187 1.130  -0.40
C14 -0.768 -1.359 1.987  -0.47
C15 2.206 4.222 -0.361  -0.93
H17 -0.082 -3.185 2.958  0.23
H18 0.978 -4.288 1.054  0.24
H19 -1.023 -3.052 -0.623  0.19
H20 0.535 -3.685 -1.133  0.25
H21 1.513 -1.343 -0.224  0.28
H22 0.984 -1.519 -1.877  0.22
H23 0.020 0.319 0.054  0.27
H24 -1.951 0.683 0.126  0.25
H25 -2.589 -2.097 0.900  0.23
H26 -2.733 -0.546 1.699  0.25
H27 -0.029 -0.566 1.779  0.24
H28 -1.106 -1.206 3.035  0.26
H29 1.795 4.316 0.665  0.27
H30 2.116 5.154 -0.961  0.24
H31 3.257 3.878 -0.317  0.27
O1 2.220 1.388 0.480  -0.75
C16 1.830 1.365 1.722  0.77
O2 0.848 1.940 2.193  -0.67
C17 2.560 0.518 2.799  -0.21
C18 2.042 0.475 4.122  -0.12
C19 2.560 -0.402 5.089  -0.24
C20 3.644 -1.228 4.767  -0.18
C21 4.221 -1.130 3.502  -0.22
C22 3.698 -0.257 2.528  -0.18
H32 1.220 1.127 4.412  0.23
H33 2.126 -0.444 6.088  0.23
H34 4.046 -1.935 5.504  0.23
H35 5.097 -1.736 3.253  0.23
H36 4.164 -0.158 1.549  0.22

[3]
Formula: C7H10N3
Source: OMol25
Level of theory: wB97M-V/def2-TZVPD

Properties
- HOMO level: -13.56 eV
- Maximum force: 4.4 eV/A
- Electronic energy: -11881.7125 eV
- Net charge: +1
- Structure (SMILES): C=C1C=NC=[N+]1/C=C\NC
- E_LUMO: -4.9 eV
- Kohn-Sham gap: 8.624 eV
- Relative energy (zero: lowest compared OMol25 entry of this formula, charge and spin): 3.301 eV

Each line ends with the natural charge from an NBO analysis.
Cartesian coordinates (Å):
C1 -0.842 -0.921 0.513  -0.04
C2 -0.228 0.015 1.410  -0.06
C3 -0.240 0.116 2.787  0.07
N1 0.172 1.376 3.139  -0.41
C4 0.329 2.086 2.061  0.27
N2 0.065 1.264 0.963  -0.36
C5 0.186 1.530 -0.416  -0.01
C6 0.351 0.535 -1.296  -0.08
N3 0.415 -0.901 -1.076  -0.46
C7 0.121 -1.629 -2.333  -0.41
H1 -0.914 -1.971 0.705  0.24
H2 -1.548 -0.674 -0.184  0.21
H3 -0.516 -0.604 3.455  0.23
H4 0.600 3.102 1.822  0.23
H5 0.114 2.543 -0.896  0.27
H6 0.386 0.751 -2.260  0.21
H7 1.274 -1.039 -0.611  0.42
H8 -0.747 -1.242 -2.694  0.22
H9 0.996 -1.717 -3.029  0.24
H10 0.025 -2.619 -2.060  0.23

[4]
Formula: C15H45N3O9
Source: OMol25
Level of theory: wB97M-V/def2-TZVPD

Properties
- HOMO level: -8.69 eV
- Maximum force: 9.8 eV/A
- Electronic energy: -39172.1521 eV
- Net charge: 0
- E_LUMO: 0.4 eV
- Kohn-Sham gap: 9.068 eV
- Relative energy (zero: lowest compared OMol25 entry of this formula, charge and spin): 8.034 eV

Each line ends with the Mulliken charge.
Cartesian coordinates (Å):
O1 -0.479 -0.389 -0.630  1.09
H1 -0.636 -0.402 0.360  0.23
H2 -1.342 -0.173 -0.895  0.23
H3 -0.346 -1.230 -0.816  0.07
C1 -1.146 -1.995 2.126  0.59
O2 -0.444 -2.700 1.332  -0.83
O3 -1.887 -2.583 3.046  -0.48
O4 -1.108 -0.788 1.933  -0.81
H4 -1.808 -3.550 3.031  0.34
C2 4.124 1.051 1.142  -1.58
C3 2.933 1.372 1.980  -0.08
C4 2.425 2.933 2.081  -0.37
O5 3.506 3.641 2.657  -0.38
C5 3.255 5.074 2.741  -0.84
N1 1.789 0.605 1.564  -0.34
H5 4.239 -0.036 0.983  0.30
H6 4.979 1.413 1.531  0.62
H7 4.253 1.589 0.157  0.25
H8 3.278 1.167 2.929  0.66
H9 1.516 2.978 2.823  0.25
H10 2.327 3.487 1.155  0.36
H11 3.472 5.477 1.916  0.40
H12 3.945 5.662 3.524  0.21
H13 2.252 5.187 3.177  0.31
H14 0.856 0.795 2.044  -0.04
H15 1.967 -0.433 1.797  0.26
C6 0.864 -1.788 -3.215  -0.99
C7 0.933 -3.084 -2.301  -0.33
C8 2.176 -2.921 -1.226  -0.13
O6 3.259 -3.475 -2.094  -0.33
C9 4.426 -3.990 -1.423  -0.97
N2 -0.294 -3.007 -1.595  -0.63
H16 -0.020 -1.701 -3.794  0.33
H17 1.722 -2.052 -3.950  0.39
H18 1.232 -0.895 -2.555  0.02
H19 1.078 -3.899 -2.968  0.55
H20 2.028 -3.572 -0.295  0.36
H21 2.348 -1.923 -0.808  0.08
H22 4.370 -5.020 -0.798  0.25
H23 5.090 -3.333 -1.037  0.39
H24 5.029 -4.299 -2.188  0.41
H25 -0.333 -3.491 -0.649  0.22
H26 -1.292 -3.131 -1.930  0.16
C10 -4.409 -0.982 -0.836  -1.78
C11 -3.823 -0.184 -2.073  0.32
C12 -3.711 1.289 -1.626  -0.91
O7 -2.663 1.391 -0.643  -0.01
C13 -2.576 2.620 0.121  -0.95
N3 -2.593 -0.817 -2.492  -0.73
H27 -3.837 -0.745 0.198  0.06
H28 -4.392 -1.898 -0.971  0.76
H29 -5.346 -0.670 -0.544  0.50
H30 -4.591 -0.215 -2.959  0.40
H31 -4.717 1.662 -1.162  0.38
H32 -3.461 1.922 -2.472  0.39
H33 -2.234 3.449 -0.468  0.29
H34 -1.993 2.358 0.936  0.34
H35 -3.762 2.898 0.613  0.22
H36 -2.299 -0.504 -3.549  0.26
H37 -2.935 -1.714 -2.751  0.31
C14 -4.321 -0.238 2.927  -0.65
O8 -3.134 0.405 3.130  -0.55
H38 -4.072 -1.082 2.491  0.34
H39 -4.821 0.467 2.249  0.12
H40 -4.675 -0.212 3.915  0.29
H41 -2.476 -0.043 2.560  0.44
C15 1.278 2.631 -1.541  -1.14
O9 1.774 1.363 -1.131  -0.40
H42 0.434 2.597 -2.036  0.47
H43 2.028 3.317 -1.808  0.33
H44 0.838 2.987 -0.644  0.32
H45 1.952 1.380 -0.298  0.41

[5]
Formula: C8H13N3
Source: OMol25
Level of theory: wB97M-V/def2-TZVPD

Properties
- HOMO level (spin up / spin down): -15.92 / -15.92 eV
- Maximum force: 4.8 eV/A
- Electronic energy: -12955.7702 eV
- Net charge: +2
- E_LUMO (spin up / spin down): -9.0 / -9.0 eV
- Kohn-Sham gap (spin up / spin down): 6.908 / 6.907 eV
- Relative energy (zero: lowest compared OMol25 entry of this formula, charge and spin): 1.848 eV

Each line ends with the natural charge from an NBO analysis.
Cartesian coordinates (Å):
C1 -0.666 -3.298 -0.968  -0.17
C2 -1.590 -2.623 -0.163  -0.14
C3 0.511 -2.759 -1.452  -0.17
C4 -1.371 -1.240 0.150  -0.26
C5 0.638 -1.405 -1.175  -0.20
C6 -0.346 -0.630 -0.515  0.07
C7 1.878 0.787 0.007  0.36
C8 -0.840 1.697 0.082  -0.09
N1 -0.007 0.724 -0.464  -0.37
N2 2.722 1.586 -0.552  -0.68
N3 -1.004 1.649 1.567  -0.72
H1 -0.752 -4.414 -1.108  0.26
H2 -2.513 -2.997 0.324  0.26
H3 1.117 -3.361 -2.167  0.27
H4 -2.155 -0.787 0.598  0.20
H5 1.356 -0.779 -1.623  0.20
H6 2.047 -0.257 0.521  0.29
H7 -1.983 1.676 -0.299  0.28
H8 -0.502 2.745 -0.131  0.25
H9 3.799 1.248 -0.475  0.49
H10 2.472 2.249 -1.275  0.47
H11 -1.404 2.494 1.988  0.46
H12 -0.218 1.337 2.143  0.45
H13 -1.835 0.984 1.881  0.46

[6]
Formula: C13H32N2P
Source: OMol25
Level of theory: wB97M-V/def2-TZVPD

Properties
- HOMO level: -13.37 eV
- Maximum force: 1.5 eV/A
- Electronic energy: -26261.7784 eV
- Net charge: +1
- Structure (SMILES): CCCCCCCCCCC[N@H+](CC)[PH2]=N
- E_LUMO: -2.4 eV
- Kohn-Sham gap: 10.973 eV

Each line ends with the natural charge from an NBO analysis.
Cartesian coordinates (Å):
C1 -2.880 0.778 0.910  -0.61
C2 -1.417 1.185 0.980  -0.33
C3 -0.635 0.502 2.095  -0.41
C4 -0.576 -1.013 1.959  -0.41
C5 0.426 -1.738 2.856  -0.39
C6 1.846 -1.874 2.331  -0.40
C7 2.670 -0.582 2.220  -0.40
C8 2.893 -0.007 0.822  -0.39
C9 1.663 0.021 -0.056  -0.43
C10 1.935 0.427 -1.503  -0.41
C11 0.872 -0.105 -2.441  -0.22
N1 -0.447 0.540 -2.129  -0.69
C12 -1.640 -0.320 -2.493  -0.22
C13 -1.815 -1.478 -1.533  -0.64
P1 -0.616 2.175 -2.913  1.47
N2 -1.057 3.220 -1.880  -1.24
H1 -2.971 -0.291 0.727  0.19
H2 -3.395 1.308 0.115  0.21
H3 -3.386 0.978 1.851  0.23
H4 -1.331 2.262 1.106  0.23
H5 -0.948 0.948 0.016  0.10
H6 -1.113 0.736 3.047  0.22
H7 0.363 0.936 2.138  0.20
H8 -0.417 -1.291 0.912  0.18
H9 -1.565 -1.397 2.209  0.21
H10 0.044 -2.748 3.000  0.21
H11 0.440 -1.281 3.845  0.21
H12 1.832 -2.424 1.389  0.19
H13 2.378 -2.521 3.025  0.22
H14 3.656 -0.791 2.628  0.22
H15 2.250 0.183 2.869  0.20
H16 3.248 1.017 0.938  0.21
H17 3.702 -0.549 0.331  0.20
H18 1.158 -0.947 -0.055  0.20
H19 0.954 0.735 0.372  0.21
H20 2.897 0.060 -1.849  0.24
H21 1.953 1.516 -1.581  0.21
H22 0.772 -1.179 -2.333  0.23
H23 1.113 0.093 -3.483  0.22
H24 -0.527 0.742 -1.125  0.47
H25 -1.500 -0.648 -3.517  0.23
H26 -2.513 0.325 -2.425  0.22
H27 -0.885 -2.012 -1.359  0.22
H28 -2.179 -1.122 -0.572  0.23
H29 -2.525 -2.180 -1.954  0.25
H30 0.676 2.307 -3.414  -0.04
H31 -1.439 1.874 -4.005  -0.03
H32 -1.964 3.630 -2.069  0.41